(1)
C37H38BCl3HgI2N7OS | ωB97M-V with the def2-TZVPD basis set

```
91
Properties=species:S:1:pos:R:3:forces:R:3
H -4.9891 -1.7864 2.5115 0.0 0.0 0.0
H 1.7863 -1.3205 -3.2242 0.0 0.0 0.0
H 0.5014 -2.8592 -4.6907 0.0 0.0 0.0
C 3.3632 1.0329 3.3893 0.0 0.0 0.0
H 2.9233 3.9012 4.0441 0.0 0.0 0.0
H -0.3853 -0.5625 -3.8515 0.0 0.0 0.0
C -4.3461 -3.1349 -2.1548 0.0 0.0 0.0
H -4.2909 -0.2147 4.3096 0.0 0.0 0.0
H 3.7304 -0.2289 0.8609 0.0 0.0 -0.1
C -0.5871 2.1250 -1.1232 -0.2 0.1 0.1
C 4.0917 -0.2094 -0.1596 0.0 0.0 0.0
C -0.8987 -2.4683 3.3555 0.0 0.0 0.0
H 3.7712 2.9082 0.5080 0.0 0.0 0.0
C -4.6607 -1.0824 1.7400 0.0 0.0 0.0
N -1.1165 -0.7526 1.9984 0.1 -0.1 0.1
C -0.3081 -1.0444 -2.8729 0.0 0.0 0.0
N -0.2482 -1.6662 2.5039 0.0 0.0 -0.1
H -4.8775 1.1454 3.3405 0.0 0.0 0.0
C -1.8117 2.7716 -1.3186 0.0 0.0 0.0
H -3.0064 -2.5108 4.0061 0.0 0.0 0.0
C -2.0113 3.6627 -2.3612 0.0 0.0 0.0
C -5.7030 -1.2603 -2.7985 0.0 0.0 0.0
H 1.6989 -3.7377 -3.7332 0.0 0.0 0.0
C 4.9795 -0.1438 -2.8388 0.0 0.0 0.0
B 1.2593 -1.7735 2.1899 0.0 0.0 0.1
H -3.3064 0.5579 1.5108 0.0 0.0 0.0
H 1.0488 3.5202 -3.7729 0.0 0.0 0.0
H 5.3187 -0.1268 -3.8670 0.0 0.0 0.0
Hg -0.5324 0.7969 0.5151 0.2 -0.4 -0.3
C 2.3272 3.0797 2.1282 0.0 0.0 0.0
C -2.2157 -2.0788 3.4176 0.0 0.0 0.0
H -1.1226 4.6459 -4.0612 0.0 0.0 0.0
H -0.3638 -3.2568 3.8575 0.0 0.0 0.0
N 0.9432 -1.6008 -0.3334 0.0 0.0 0.1
H 4.4593 3.4843 2.0338 0.0 0.0 0.0
H -5.5212 -0.4759 1.4492 0.0 0.0 0.0
H -0.3283 -0.2706 -2.1117 0.0 0.0 0.0
H -1.1987 -1.6581 -2.7226 0.1 0.0 0.0
H 2.6843 -4.0605 -1.6493 0.0 0.0 0.0
H -0.0091 -3.7776 -3.2672 0.0 0.0 0.0
C 1.3489 -2.2745 -1.4016 0.0 0.0 -0.1
H 1.4691 3.1627 1.4580 0.0 0.0 0.0
H -2.9817 4.1288 -2.4838 0.0 0.0 0.0
Cl -2.2060 -2.9731 -0.5342 0.0 0.0 0.0
C -3.7093 -0.8617 -1.3514 0.1 0.0 -0.2
C 5.2467 -0.8616 -0.5415 0.0 0.0 0.0
I -1.5376 3.0419 2.3735 -0.1 0.5 0.3
C -4.8730 -0.4307 -2.0770 0.0 0.0 0.0
N 1.9768 -0.4652 2.5577 -0.1 0.0 0.0
O -2.9559 -0.0861 -0.7191 0.0 -0.1 0.0
C 2.4318 1.6363 2.5192 0.0 0.0 0.0
H -6.5555 -0.8494 -3.3223 0.0 0.0 0.0
C -3.5285 -2.2860 -1.4376 0.0 0.0 0.0
H 4.1528 1.5089 3.9469 0.0 0.0 0.0
H -4.1366 -4.1960 -2.1670 0.0 0.0 0.0
H -3.2296 1.1641 3.9648 0.0 0.0 0.0
N 1.6067 0.7175 2.0347 0.0 0.0 0.1
C -3.5447 -0.1832 2.2742 0.0 0.0 0.0
C -2.3094 -0.9873 2.5437 -0.1 0.0 0.0
C -0.9794 3.9448 -3.2476 0.0 0.0 0.0
C 3.5821 3.5341 1.3811 0.0 0.0 0.0
C -4.0061 0.5219 3.5519 0.0 0.0 0.0
C 2.0774 3.9615 3.3512 0.0 0.0 0.0
C 2.1985 -3.3351 -1.0190 0.0 0.0 0.0
H 6.5928 -1.3584 -2.1458 0.0 0.0 0.0
C 2.2532 -3.2506 0.3522 0.0 0.0 0.0
H 1.7265 -2.6410 2.8919 -0.1 0.0 0.0
C 1.7158 1.6878 -1.9593 0.0 0.0 0.0
H 1.9563 5.0053 3.0533 0.0 0.0 0.0
H 5.8148 -1.4147 0.1961 0.0 0.0 0.0
I -2.0488 4.8678 4.9489 0.0 0.0 0.0
C 3.3661 0.4827 -1.1293 0.0 0.0 0.1
C 3.8133 0.5138 -2.4577 0.0 0.0 0.0
C 0.4316 2.4018 -2.0396 0.1 0.0 0.0
Cl -6.4738 -3.6881 -3.7689 0.0 0.0 0.0
C 5.6877 -0.8311 -1.8698 0.0 0.0 0.0
C -5.4308 -2.6181 -2.8429 0.0 0.0 0.0
C 3.0256 -0.3029 3.3840 0.1 0.0 0.0
H -4.3380 -1.6558 0.8723 0.0 0.0 0.1
H -2.6371 2.5473 -0.6579 0.0 0.0 0.0
S 2.6907 1.4239 -3.4144 0.0 0.0 0.0
Cl -5.2473 1.2744 -2.0185 0.0 0.0 0.0
H 3.4704 4.5688 1.0472 0.0 0.0 0.0
H 2.7634 -3.8532 1.0860 0.0 0.0 0.0
C 0.7836 -3.1454 -3.6745 0.0 0.0 0.0
N 1.4979 -2.2046 0.7365 0.1 0.0 0.0
N 2.1899 1.1660 -0.8895 0.0 0.0 -0.1
C 0.9534 -1.8979 -2.8053 0.0 0.0 0.0
H 1.1729 3.6619 3.8792 0.0 0.0 0.0
C 0.2362 3.3085 -3.0861 0.0 0.0 0.0
H 3.4481 -1.1504 3.8992 0.0 0.0 0.0
```
Positions in Å, forces in eV/Å.

## Properties
**Calculated total energy**: -4443.982525 Eh
**Total charge**: -2
**Molar mass**: 1200.39 u
**Frontier orbital gap (spin up / spin down)**: 6.08 / 5.74 eV
**⟨S²⟩**: 0.756
**LUMO (spin up / spin down)**: 3.7840 / 3.2818 eV
**Spin multiplicity**: 2
**HOMO level (spin up / spin down)**: -2.298 / -2.458 eV

***

(2)
C16H17N | ωB97M-V with the def2-TZVPD basis set

```
34
Properties=species:S:1:pos:R:3:forces:R:3
H 0.5662 2.7846 2.5754 0.0 0.2 0.3
C 1.7468 1.0065 2.4924 0.3 0.5 -0.4
C 2.9301 -1.0693 1.0485 -0.2 -0.1 -0.3
H 4.3650 0.3724 0.4053 -0.2 0.1 0.2
H 0.6813 -2.1292 -2.1945 -0.1 0.2 -0.3
H 1.2647 -2.2638 1.7341 0.0 -0.1 -0.1
H 0.1851 -0.3751 2.8917 0.2 -0.1 0.1
C 1.1569 -0.2455 2.4173 -0.5 0.0 0.6
C -2.6392 -1.7457 -2.9209 -0.8 0.4 0.2
H 0.1042 1.7628 0.3882 -0.3 0.8 0.3
C 1.1507 2.1643 3.2598 0.0 -0.7 0.1
C 3.4765 0.2070 1.0117 0.2 -0.1 -0.1
H -3.1217 -2.4342 -3.6003 0.4 -0.2 0.1
C 2.8958 1.2364 1.7337 0.0 -0.1 0.0
C -0.2476 -2.5872 -2.5494 0.3 0.2 0.7
C -0.7200 1.4026 -0.2011 0.1 -1.0 -0.5
C -1.4031 -1.6511 -2.3668 0.6 -0.4 -0.8
N -3.4161 -0.6904 -2.4673 -0.7 0.3 -0.3
H 0.5401 1.8048 4.0838 -0.5 -0.1 -0.2
H -0.3510 -3.4447 -1.8945 -0.2 -0.4 0.0
C -1.3811 -0.4447 -1.6055 -0.5 0.6 0.5
C -0.4132 0.2315 -0.8537 0.2 -0.8 -0.4
C -3.0004 1.3213 -1.0222 0.0 -0.6 -0.9
C -2.6691 0.1245 -1.6759 0.7 0.2 0.2
H 1.9315 2.7187 3.7701 0.2 0.4 -0.3
H -2.2107 2.8161 0.3073 -0.3 0.3 -0.2
H 3.3812 -1.8473 0.4490 0.1 -0.2 0.1
C -2.0193 1.9443 -0.2993 0.7 0.2 0.9
H 3.3143 2.2379 1.6910 0.1 -0.1 0.1
H -0.0839 -2.9351 -3.5608 -0.1 0.0 -0.2
H -4.3497 -0.4476 -2.7695 0.3 -0.3 0.0
H -3.9857 1.7089 -1.2203 -0.2 0.4 0.5
C 1.7529 -1.3014 1.7447 0.1 0.4 -0.1
H 0.5687 -0.2324 -0.8020 0.1 0.3 0.2
```
Positions in Å, forces in eV/Å.

## Properties
**Calculated total energy**: -674.646283 Eh
**Total charge**: 0
**Structure (SMILES)**: Cc1c[nH]c2ccccc12.Cc1ccccc1
**Molar mass**: 223.32 u
**Frontier orbital gap**: 8.71 eV
**LUMO**: 0.9481 eV
**HOMO level**: -7.764 eV

***

(3)
C3H8OSi | ωB97M-V with the def2-TZVPD basis set

```
13
Properties=species:S:1:pos:R:3:forces:R:3
C -0.2374 1.2814 -0.6396 -1.2 -1.3 1.3
H 1.3191 -0.6936 2.8426 0.7 0.2 0.7
H 0.6951 1.4108 -1.0480 2.1 0.8 -1.7
H -0.2969 -1.8946 1.9629 0.6 1.0 -1.6
C 0.1049 -1.0362 1.3089 -2.4 -2.0 -1.1
H -0.1085 1.6810 0.3604 -0.4 0.0 0.4
H 0.8250 -1.5753 -1.4758 -2.4 1.7 1.3
H -2.5515 -0.9990 -1.6043 1.5 0.2 2.2
H -1.0474 1.8151 -1.1053 -0.1 0.1 -0.5
C 1.0518 -0.3462 1.8721 -0.1 0.5 1.4
H 1.3320 0.6371 1.5858 0.8 0.5 -0.6
O -2.0871 -0.9537 -0.6985 -0.1 -0.4 -2.1
Si -0.4484 -0.5919 -0.4953 0.8 -1.2 0.2
```
Positions in Å, forces in eV/Å.

## Properties
**Calculated total energy**: -483.801590 Eh
**Total charge**: 0
**Molar mass**: 88.18 u
**Frontier orbital gap**: 10.49 eV
**LUMO**: 0.6701 eV
**HOMO level**: -9.822 eV

***

(4)
C4H8N2O4 | ωB97M-V with the def2-TZVPD basis set

```
18
Properties=species:S:1:pos:R:3:forces:R:3
O -0.2389 -3.0300 -1.0416 0.1 -1.0 0.3
H 2.9080 1.3808 -0.2728 -1.7 -0.8 0.7
C 1.7838 1.0892 -0.2325 1.2 2.0 -0.7
H 1.5400 1.2439 -1.3423 -0.5 0.3 1.8
N -1.7036 -0.5052 1.1927 -0.2 -0.3 1.3
H 0.3140 -0.9296 -1.5944 -0.3 0.6 -0.9
C 0.7940 -1.1028 -0.6751 0.9 0.0 2.9
H -2.4768 -2.0765 0.1564 -0.3 0.6 0.6
C -2.2209 -1.0148 0.1421 -0.4 -2.3 0.2
N 0.3730 -2.4171 -0.1851 -0.4 0.2 1.1
H 1.2743 1.7579 0.5685 0.7 -0.7 -1.8
H -2.3542 -0.5736 -0.7876 0.5 1.5 -1.1
H -1.7479 -1.0680 3.2490 0.0 0.1 -3.0
H 2.1063 -0.7635 0.9321 -1.0 0.2 0.3
O -2.0002 -1.4008 2.3042 0.5 0.4 1.8
O 0.4698 -2.7424 1.0157 0.3 0.4 -2.3
C 1.4946 -0.2999 0.1471 1.0 -1.4 -1.6
O -1.0661 0.5214 1.3827 -0.2 0.2 0.4
```
Positions in Å, forces in eV/Å.

## Properties
**Calculated total energy**: -567.401430 Eh
**Total charge**: 0
**Structure (SMILES)**: C/C=C/[N+](=O)[O-].C=[N+]([O-])O
**Molar mass**: 148.12 u
**Frontier orbital gap**: 9.14 eV
**LUMO**: -0.2825 eV
**HOMO level**: -9.423 eV

***

(5)
C7H10 | ωB97M-V with the def2-TZVPD basis set

```
17
Properties=species:S:1:pos:R:3:forces:R:3
H 1.6599 -0.7754 -1.2644 -0.1 -0.3 0.3
H 1.1052 0.3846 -3.1678 0.0 0.5 -0.2
C -1.1809 -1.4391 -0.1544 0.6 -0.7 0.2
H -0.9420 0.9316 2.3178 -0.2 0.0 0.1
H -2.0046 -1.9662 0.3230 -0.2 0.3 0.0
H 2.3048 1.4865 0.6912 0.0 0.0 0.0
H 1.1294 1.3705 2.0830 0.0 -0.6 0.2
C 0.7598 0.7858 -2.2269 -0.1 -0.4 1.1
C 1.3978 1.0393 1.0866 0.1 1.5 -0.3
C 0.5742 0.4168 0.2520 0.4 -1.9 0.5
H -0.4751 -2.2346 -0.4138 0.1 0.2 -0.2
H -1.5056 -0.9540 -1.0750 -0.1 -0.2 0.0
C 1.0252 0.0933 -1.1220 0.4 0.2 -0.9
H -2.1208 -0.4900 2.2391 -0.2 0.1 -0.3
C -0.5890 -0.3958 0.7553 -1.5 1.4 -0.4
C -1.3090 0.0620 1.7858 1.0 -0.3 0.4
H 0.1705 1.6845 -2.1096 -0.1 0.1 -0.6
```
Positions in Å, forces in eV/Å.

## Properties
**Calculated total energy**: -272.638241 Eh
**Total charge**: 0
**Structure (SMILES)**: C=CC(=C)C(=C)C
**Molar mass**: 94.16 u
**Frontier orbital gap**: 9.68 eV
**LUMO**: 0.9400 eV
**HOMO level**: -8.743 eV

***

(6)
C6H14O4 | ωB97M-V with the def2-TZVPD basis set

```
24
Properties=species:S:1:pos:R:3:forces:R:3
O -1.4664 -1.7421 -1.3889 0.3 0.1 -0.1
C 1.4907 0.6334 0.3623 -0.1 -0.3 0.4
H -0.5533 2.1659 -1.6868 0.0 -0.1 -0.1
H -1.5036 0.4480 0.8071 0.1 0.0 0.1
H -0.1615 0.4426 -1.9388 0.0 0.1 0.0
H 1.1369 1.6744 -1.9656 -0.1 0.0 0.0
H 1.0921 1.5197 2.2896 0.0 0.1 0.1
H 0.7539 -1.3027 -0.2247 -0.1 -0.1 0.0
H -3.4136 -1.6152 -1.8671 -0.1 0.2 -0.2
H -3.3008 -0.0021 0.6816 -0.2 -0.1 0.0
H 0.5126 -0.1409 2.1243 -0.2 -0.1 0.1
H 2.4484 -1.2858 0.3044 0.1 -0.1 0.0
H -2.9140 -2.9452 -0.6630 0.1 0.1 0.0
H 2.2429 0.1721 2.3248 0.1 0.0 0.0
O 0.3163 1.2841 -0.1031 0.1 0.0 0.2
C 0.1866 1.3857 -1.5084 0.1 0.0 -0.1
O -2.1427 -1.1612 1.8482 0.0 -0.4 0.3
C 1.3220 0.5385 1.8819 0.0 0.1 -0.5
H 2.0196 -0.6544 -1.2845 0.0 0.0 -0.1
C 1.6883 -0.7509 -0.2547 -0.1 0.5 0.0
C -2.6039 -2.1004 -1.3064 -0.3 -0.4 0.1
H 2.5377 2.2710 0.4331 -0.1 -0.1 0.0
C -2.3096 -0.2351 1.1101 0.0 0.5 -0.2
O 2.6212 1.4005 0.0246 0.2 0.1 -0.1
```
Positions in Å, forces in eV/Å.

## Properties
**Calculated total energy**: -537.903339 Eh
**Total charge**: 0
**Structure (SMILES)**: COC(C)(C)O.C=O.C=O
**Molar mass**: 150.17 u
**Frontier orbital gap**: 10.36 eV
**LUMO**: 0.6094 eV
**HOMO level**: -9.750 eV